Entry from the OMol25 dataset: a structure of composition C4H6N2 at a distorted geometry (the ωB97M-V functional and the def2-TZVPD basis).

Each line ends with the natural charge from an NBO analysis.
Geometry (Å):
N: -0.22 -2.53 0.92  -0.30
N: -1.35 0.36 -0.66  -0.68
C: 1.37 0.41 -0.28  -0.74
C: -0.56 -1.43 0.81  0.25
C: 0.13 0.98 0.34  -0.01
C: -0.91 -0.01 0.70  -0.26
H: 1.79 1.08 -1.03  0.23
H: -0.93 -0.24 -1.37  0.38
H: -1.65 0.26 1.45  0.24
H: -1.06 1.37 -0.75  0.42
H: 1.30 -0.61 -0.69  0.20
H: 2.08 0.37 0.56  0.26

The frontier orbital gap comes out at 0.3603 Ha. Its charge is 0. As for the energy above the lowest of the compared OMol25 structures with the same formula, charge and spin: 416.0 kJ/mol. Its LUMO energy is 0.839 eV.